Density functional theory data (ωB97M-V/def2-TZVPD) for a molecular structure, C18H18N5OV in a non-equilibrium geometry.

The geometry in ORCA input format:
```
! RIJCOSX wB97M-V def2-TZVPD def2/J DEFGRID3
* xyz 2 3
V 9.7084 6.4718 10.5803
C 10.5489 10.4573 11.8019
C 10.0817 9.0822 11.6392
N 10.2408 8.3504 10.5848
N 11.0379 8.7839 9.5519
C 11.4647 7.7373 8.9181
O 11.0362 6.5441 9.2963
C 12.3731 7.8886 7.8258
C 12.7424 9.1733 7.4019
C 13.6730 9.2866 6.3792
C 14.2666 8.1447 5.8295
C 13.9451 6.8625 6.2959
C 13.0252 6.7533 7.3255
C 9.4093 8.3299 12.7471
C 9.0282 8.8880 13.9283
C 8.5574 8.0798 14.9506
C 8.3271 6.7163 14.6917
C 8.7503 6.2114 13.4810
N 9.2974 6.9570 12.4980
H 9.7988 11.1113 12.2478
H 11.4243 10.4323 12.4386
H 10.8688 10.8711 10.8414
H 12.2824 10.0789 7.8382
H 13.9102 10.3078 5.9793
H 14.9826 8.2596 5.0106
H 14.4413 6.0182 5.8440
H 12.7524 5.7858 7.6902
H 9.2144 9.9215 14.0215
H 8.3310 8.5161 15.9004
H 7.8162 6.0237 15.3483
H 8.7010 5.1693 13.2354
C 8.5415 4.4741 8.1988
C 7.7356 5.6879 8.6096
N 8.1006 6.5742 9.5378
C 7.1805 7.5943 9.5918
C 6.2143 7.3046 8.7160
N 6.5913 6.1136 8.0936
H 9.5749 4.7692 8.1125
H 8.1837 4.0630 7.2731
H 8.4652 3.6576 8.9376
H 7.2792 8.4905 10.1608
H 5.3513 7.8936 8.4251
H 6.0907 5.5952 7.4129
*
```

Summary:
Orbital gap (spin up / spin down) in eV: 6.3 / 6.4
LUMO energy (spin up / spin down) in eV: -7.74 / -7.72
<S²>: 2.016

Density functional theory data (ωB97M-V/def2-TZVPD) for 4 unconnected molecules or ions with the total composition C18H19BN4O5S in a non-equilibrium geometry.

The geometry in ORCA input format:
```
! RIJCOSX wB97M-V def2-TZVPD def2/J DEFGRID3
* xyz 0 1
O -0.7103 -0.1221 0.5551
C -0.2523 -1.0898 -0.2427
O -0.9645 -1.7183 -1.3651
C -2.3910 -1.9315 -1.0775
B -3.3228 -0.6672 -1.6126
O -2.8569 0.0200 -2.8675
O -4.5658 -0.1874 -0.9776
O 1.1581 -1.5331 0.0075
N 1.8657 -0.3826 -0.1743
C 2.1294 -0.1955 -1.5145
S 2.4274 0.2655 -3.1476
H -2.6368 -2.1831 0.0401
H -2.7243 -2.8679 -1.7368
H -2.3252 0.8045 -2.5031
H -4.2721 0.5391 -0.3230
C 6.0669 -3.7483 -5.2248
C 5.6380 -3.1983 -4.0215
C 4.5405 -2.3526 -4.0412
N 3.8630 -2.0270 -5.1639
C 4.3038 -2.5749 -6.3171
C 5.3885 -3.4333 -6.3977
H 6.9228 -4.4165 -5.2487
H 6.1458 -3.4231 -3.0904
H 4.1654 -1.9010 -3.1274
H 3.7439 -2.2958 -7.2053
H 5.6974 -3.8459 -7.3515
C -5.8136 3.2094 3.7545
C -6.6393 3.4249 2.6561
C -6.0697 3.4020 1.3931
N -4.7556 3.1859 1.1653
C -3.9788 2.9816 2.2512
C -4.4562 2.9822 3.5520
H -6.2243 3.2187 4.7599
H -7.7009 3.6059 2.7804
H -6.6730 3.5615 0.5041
H -2.9263 2.8126 2.0416
H -3.7864 2.8103 4.3869
C 1.2943 0.7559 3.1332
C 1.1214 1.7920 4.0449
C 1.9721 1.8532 5.1370
N 2.9597 0.9614 5.3710
C 3.1021 -0.0343 4.4694
C 2.3040 -0.1771 3.3458
H 0.6475 0.6759 2.2643
H 0.3432 2.5343 3.9082
H 1.8794 2.6447 5.8749
H 3.9013 -0.7390 4.6813
H 2.4649 -0.9958 2.6537
*
```

Summary:
Orbital gap in eV: 8.0
SMILES: O=C(OCB(O)O)ON=C=S.c1ccncc1.c1ccncc1.c1ccncc1
LUMO energy in eV: -1.46

Density functional theory data (ωB97M-V/def2-TZVPD) for a single C18H19BrN2O3 molecule.

The geometry in ORCA input format:
```
! RIJCOSX wB97M-V def2-TZVPD def2/J DEFGRID3
* xyz 0 1
O 1.8042 -2.2184 -0.4453
C 0.7990 -2.5273 0.1625
N 0.7184 -3.6169 0.9681
N 1.7647 -4.5153 1.2336
C 2.9060 -3.8786 1.8826
C 3.8758 -4.9873 2.2940
O 4.3029 -5.7367 1.1823
C 3.2060 -6.3058 0.5105
C 2.2171 -5.2351 0.0470
C -0.4674 -1.7386 0.0660
C -1.3862 -1.6329 1.1058
C -2.5290 -0.8716 0.9375
C -2.7649 -0.2137 -0.2571
C -1.8397 -0.2877 -1.2903
C -2.0689 0.4465 -2.5898
O -2.9118 1.5739 -2.4794
C -2.4925 2.6408 -1.7521
C -3.3667 3.7300 -1.7113
C -3.0395 4.8626 -0.9964
C -1.8415 4.9398 -0.3028
C -0.9866 3.8562 -0.3511
Br 0.6624 3.9249 0.6033
C -1.2851 2.7081 -1.0649
C -0.6937 -1.0489 -1.1190
H -0.1631 -3.8756 1.3862
H 2.5505 -3.3440 2.7657
H 3.4127 -3.1744 1.2092
H 4.7753 -4.5626 2.7421
H 3.3791 -5.6485 3.0208
H 3.6156 -6.8458 -0.3446
H 2.6853 -7.0115 1.1763
H 1.3521 -5.7033 -0.4277
H 2.7087 -4.5630 -0.6692
H -1.2022 -2.1125 2.0559
H -3.2412 -0.7862 1.7445
H -3.6615 0.3745 -0.3851
H -1.1065 0.7275 -3.0387
H -2.5928 -0.2110 -3.2931
H -4.2968 3.6590 -2.2521
H -3.7219 5.6982 -0.9735
H -1.5803 5.8202 0.2620
H -0.5856 1.8880 -1.0649
H 0.0481 -1.1154 -1.9018
*
```

Summary:
Relative energy (zero: lowest compared OMol25 entry of this formula, charge and spin) in eV: 3.284
Orbital gap in eV: 9.4
SMILES: O=C(NN1CCOCC1)c1cccc(COc2cccc(Br)c2)c1
LUMO energy in eV: 0.60

Density functional theory data (ωB97M-V/def2-TZVPD) for a molecular structure, C18H19BrN5O2Re.

The geometry in ORCA input format:
```
! RIJCOSX wB97M-V def2-TZVPD def2/J DEFGRID3
* xyz 3 4
Re -0.7900 -1.3664 -0.5079
N -4.7897 -2.4171 -0.9489
C -4.9189 -2.1826 0.4026
C -3.7076 -1.7525 0.8426
N -2.8480 -1.7251 -0.2376
C -3.5386 -2.1338 -1.3088
C -2.7919 -2.1472 -2.5468
N -1.5175 -1.7504 -2.4436
C -0.9653 -1.8001 -3.7085
C -1.9256 -2.2317 -4.5668
N -3.0619 -2.4448 -3.8170
H -5.5353 -2.7482 -1.5472
H -5.8485 -2.3419 0.9227
H -3.4050 -1.4672 1.8355
H 0.0570 -1.5293 -3.9093
H -1.9022 -2.4059 -5.6294
H -3.9429 -2.7725 -4.1911
C -3.1174 3.5053 -0.9036
C -1.6756 3.1615 -1.3243
C -1.4623 3.3943 -2.8326
C -0.6485 3.9508 -0.4877
C -1.4574 1.7419 -1.0578
N -1.2620 0.6274 -0.8297
H -3.2711 4.5660 -1.0989
H -3.2794 3.3301 0.1593
H -3.8512 2.9456 -1.4830
H -1.6196 4.4549 -3.0252
H -2.1776 2.8324 -3.4327
H -0.4481 3.1417 -3.1401
H -0.8117 5.0094 -0.6869
H 0.3746 3.7056 -0.7698
H -0.7832 3.7810 0.5798
Br 4.2445 0.0718 3.2638
C 4.1114 -1.7459 2.8174
C 5.0648 -2.6520 3.2938
C 4.9945 -4.0039 2.9809
C 3.9728 -4.4803 2.1872
C 3.0158 -3.5496 1.7132
C 3.0772 -2.1799 2.0230
C 2.0412 -4.1522 0.9264
O 1.3771 -4.8428 0.3373
O 0.5217 -2.1599 0.2435
H 5.8707 -2.2869 3.9179
H 5.7421 -4.6869 3.3600
H 3.9035 -5.5300 1.9345
H 2.3376 -1.4913 1.6496
*
```

Summary:
Orbital gap (spin up / spin down) in eV: 7.5 / 5.7
LUMO energy (spin up / spin down) in eV: -9.30 / -11.12
<S²>: 3.768

Density functional theory data (ωB97M-V/def2-TZVPD) for a molecular structure, C18H19Cl2N3O4S in a non-equilibrium geometry.

The geometry in ORCA input format:
```
! RIJCOSX wB97M-V def2-TZVPD def2/J DEFGRID3
* xyz 0 1
N 3.5863 2.1891 2.2610
C 2.9431 1.1500 1.6419
O 2.4029 0.2272 2.3171
C 2.9933 1.0578 0.1624
C 1.9548 1.9609 -0.4147
H 1.9142 1.9479 -1.3089
H 1.8440 2.8989 0.3111
C 0.5411 1.1184 -0.0469
N 0.3469 -0.1037 -0.7940
S -0.4480 -1.3266 -0.0746
O -1.5402 -1.2028 0.8819
O -0.7178 -2.3864 -1.1989
C 1.0342 -1.9411 0.7875
C 1.9237 -2.6154 0.1473
C 3.1632 -3.0845 0.7309
C 3.0293 -3.1413 2.3637
C 1.9488 -2.5396 2.9843
C 0.8611 -2.1349 2.3292
H -0.1068 -1.8468 2.6154
H 1.8495 -2.8008 4.1041
Cl 4.4651 -3.8162 3.0179
H 3.9035 -3.5647 0.4704
H 1.9094 -2.5897 -0.9056
H -0.0786 0.0487 -1.5275
C -0.6297 1.9904 -0.4167
O -0.5700 3.2813 -0.7211
N -1.7969 1.8460 0.2323
H -2.0180 0.6046 0.4650
C -3.0959 2.3692 0.0008
C -3.3487 2.5395 -1.5825
C -3.5425 3.6308 -2.2887
C -3.5885 3.8505 -3.6667
C -3.7128 2.7162 -4.3986
C -3.3629 1.5831 -3.8116
C -3.2211 1.4036 -2.4278
Cl -3.1346 -0.3830 -1.8315
H -3.3497 0.5961 -4.6083
H -3.9518 2.8307 -5.2397
H -3.8654 4.7871 -4.0003
H -3.5514 4.4421 -1.4773
H -3.1876 3.4948 0.3984
H -3.9986 1.6959 0.5586
H 0.5434 0.8309 1.1804
H 2.9783 0.0625 -0.0213
H 4.0114 1.2953 -0.2284
H 3.9670 3.0078 1.5460
H 3.6555 2.4360 3.2296
*
```

Summary:
Relative energy (zero: lowest compared OMol25 entry of this formula, charge and spin) in eV: 14.333
Orbital gap in eV: 8.5
LUMO energy in eV: -0.06

Number 1: E_tot -54130.237 eV. Number 2: E_tot -46678.205 eV. Number 3: E_tot -98138.705 eV. Number 4: E_tot -102665.193 eV. Number 5: E_tot -67502.089 eV.